ORCA calculation (wB97M-V/def2-TZVPD) on 3 unconnected molecules or ions with the total composition C9H22ClO2 at a distorted geometry.

Computed properties:
**Spin multiplicity**: 1
**Lowest unoccupied orbital energy**: 0.1076 Ha
**Total charge**: -1
**Gap between HOMO and LUMO**: 6.85 eV
**Maximum force**: 0.237 Eh/bohr
**E_tot**: -966.51667 Eh
**Energy relative to the best compared isomer or geometry (same formula, charge and spin)**: 234.48 kJ/mol

Geometry (Å):
Cl1 -1.560 1.038 -1.841
C1 -4.096 2.221 -0.659
C2 -3.995 1.885 0.848
C3 -2.717 2.654 1.410
C4 -2.430 2.276 2.648
C5 -1.483 3.349 3.344
H1 -4.368 3.122 -0.806
H2 -4.992 1.597 -1.105
H3 -3.227 2.001 -1.402
H4 -4.090 0.778 1.009
H5 -4.970 2.145 1.324
H6 -2.856 3.714 1.118
H7 -1.908 2.580 0.661
H8 -1.869 1.326 2.555
H9 -3.403 2.399 3.486
H10 -0.319 3.231 2.996
H11 -1.151 2.952 4.213
H12 -1.603 4.285 3.488
C6 5.341 -4.468 -0.989
O1 4.229 -3.844 -1.629
C7 4.094 -2.406 -1.253
C8 3.007 -1.929 -1.805
O2 1.816 -2.584 -1.250
C9 0.516 -1.842 -1.598
H13 6.298 -3.955 -1.525
H14 5.312 -5.490 -1.366
H15 5.026 -4.272 -0.049
H16 4.965 -1.705 -1.507
H17 3.856 -2.252 -0.344
H18 3.129 -2.352 -2.886
H19 2.938 -1.003 -1.955
H20 0.381 -0.774 -1.622
H21 -0.204 -2.412 -0.866
H22 0.317 -2.257 -2.658